1.
20
Properties=species:S:1:pos:R:3 method="wB97M-V/def2-TZVPD" e_lumo_ev="0.577 / -2.526" orbital_gap_ev="6.4 / 5.4" spin_multiplicity=3 homo_ha="-0.2136 / -0.2915"
C 0.68 1.84 -2.32
C -0.05 0.79 -0.47
C -0.79 0.39 -1.58
C -1.94 -0.60 -1.58
C 0.39 -1.29 2.04
C 0.81 -0.50 3.19
N 0.82 1.66 -1.04
N -0.28 0.98 -2.72
N 0.94 -2.40 1.73
F 1.97 -0.88 3.82
F 0.99 0.76 2.73
F -0.15 -0.48 4.13
H 1.13 2.49 -3.04
H -2.11 -0.80 -0.50
H -2.84 0.09 -1.96
H -1.69 -1.55 -2.21
H -0.27 -0.87 1.30
H -0.74 1.03 -3.57
H 1.58 2.09 -0.49
H 1.55 -2.76 2.54



2.
19
Properties=species:S:1:pos:R:3 method="wB97M-V/def2-TZVPD" charge=+1 smiles="O=C1NC(=O)[N+]2(CC2)C[C@@H]1F" e_lumo_ev=-3.957 orbital_gap_ev=11.2 relative_energy_kcal_mol=0.0 homo_ha=-0.5587
O -3.47 0.13 0.56
C -2.32 0.08 0.31
N -1.54 1.22 0.19
C -0.20 1.37 -0.25
O 0.35 2.33 -0.68
N 0.70 0.15 -0.04
C 1.79 -0.28 -1.02
C 2.11 0.34 0.28
C -0.03 -0.91 0.71
C -1.43 -1.11 0.09
F -1.09 -1.19 -1.31
H -2.01 2.18 0.21
H 1.82 -1.34 -1.16
H 1.79 0.23 -1.98
H 2.53 1.44 0.31
H 2.63 -0.23 1.16
H 0.45 -1.84 0.67
H -0.04 -0.57 1.73
H -2.04 -2.01 0.21



3.
17
Properties=species:S:1:pos:R:3 method="wB97M-V/def2-TZVPD" e_lumo_ev=0.531 orbital_gap_ev=10.4 relative_energy_kcal_mol=32.1 homo_ha=-0.3620
C -1.72 1.03 -0.44
C -0.37 1.31 -0.45
C -1.14 -1.22 0.16
C -2.20 -0.25 0.09
C 0.57 0.34 -0.04
C 2.77 -0.42 0.09
N 0.09 -1.02 0.09
O 1.83 0.48 -0.42
F 0.73 0.71 1.59
H -2.32 1.80 -0.90
H 0.02 1.99 -1.16
H -1.62 -2.15 0.30
H -2.77 -0.02 0.97
H -2.95 -0.70 -0.55
H 3.78 0.11 0.13
H 2.90 -1.30 -0.60
H 2.39 -0.70 1.14



4.
20
Properties=species:S:1:pos:R:3 method="wB97M-V/def2-TZVPD" e_lumo_ev="0.329 / 0.319" orbital_gap_ev="7.5 / 9.6" spin_multiplicity=2 homo_ha="-0.2636 / -0.3427"
Hg 3.20 -0.10 -0.01
N 0.22 0.15 -2.07
N -0.68 -0.82 -2.31
C 3.25 1.26 -3.78
O 4.30 0.75 -3.89
O 2.19 1.74 -3.68
H 0.17 0.43 -1.17
H 0.67 0.76 -2.67
H -0.68 -1.10 -3.27
C -1.76 -0.90 2.91
C -2.43 -0.47 1.76
C -1.68 0.25 0.84
N -0.37 0.55 0.98
C 0.28 0.08 2.06
C -0.37 -0.64 3.07
H -2.33 -1.38 3.62
H -3.47 -0.75 1.60
H -2.12 0.70 0.01
H 1.34 0.31 2.08
H 0.27 -0.80 3.92